{"formula": "C44H121N11O20", "method": "ωB97M-V/def2-TZVPD", "symbols": ["H", "N", "H", "H", "C", "H", "H", "C", "C", "H", "C", "C", "H", "O", "H", "H", "H", "H", "H", "H", "C", "H", "C", "N", "H", "H", "O", "H", "H", "O", "H", "H", "H", "H", "C", "C", "H", "H", "O", "H", "H", "H", "O", "N", "C", "H", "C", "O", "H", "C", "H", "H", "H", "O", "C", "C", "N", "H", "O", "H", "H", "H", "H", "H", "H", "H", "C", "H", "H", "H", "C", "H", "H", "H", "H", "H", "O", "H", "H", "C", "C", "C", "H", "H", "C", "H", "H", "H", "H", "H", "H", "C", "H", "H", "H", "H", "C", "H", "H", "O", "H", "H", "H", "C", "H", "H", "H", "O", "C", "H", "H", "C", "H", "N", "H", "H", "H", "C", "H", "H", "H", "C", "H", "O", "H", "C", "H", "O", "H", "H", "N", "H", "H", "H", "H", "C", "H", "C", "H", "C", "H", "C", "N", "H", "C", "H", "C", "H", "C", "O", "H", "H", "H", "H", "H", "C", "C", "H", "H", "H", "H", "H", "C", "H", "H", "O", "H", "N", "H", "H", "N", "H", "H", "H", "O", "O", "H", "H", "O", "H", "C", "H", "H", "H", "C", "O", "H", "C", "O", "C", "N", "H", "C", "N", "C", "H"], "coordinates": [[22.238, 14.703, 16.608], [22.993, 6.341, 22.106], [16.964, 4.588, 17.517], [15.791, 16.468, 17.961], [17.611, 11.255, 18.283], [11.768, 9.746, 17.237], [11.996, 8.832, 18.537], [20.362, 17.009, 24.888], [18.526, 6.379, 21.680], [9.712, 9.577, 18.301], [20.161, 10.288, 24.814], [15.062, 1.673, 20.522], [24.164, 10.684, 20.368], [13.477, 18.613, 18.795], [13.456, 16.167, 18.944], [17.509, 12.073, 22.259], [14.183, 1.497, 19.902], [14.260, 9.672, 18.156], [14.802, 0.925, 23.726], [13.373, 20.105, 17.175], [17.353, 2.139, 15.843], [21.665, 9.217, 20.732], [19.158, 16.406, 17.837], [21.227, 10.109, 23.893], [22.677, 9.145, 22.003], [20.776, 13.506, 22.520], [12.822, 10.863, 18.754], [17.021, 16.364, 14.380], [16.810, 1.729, 14.991], [14.232, 14.913, 16.846], [16.744, 17.842, 19.875], [21.173, 16.670, 17.435], [9.392, 11.528, 24.874], [14.793, 2.374, 21.312], [10.409, 10.211, 18.849], [10.240, 11.520, 24.189], [18.078, 1.372, 16.119], [19.491, 9.661, 19.787], [17.994, 5.049, 21.837], [9.503, 9.420, 22.836], [18.773, 13.620, 20.874], [16.141, 4.274, 19.659], [18.278, 2.030, 21.376], [19.230, 14.857, 22.584], [15.707, 17.584, 19.661], [18.118, 10.936, 17.372], [16.952, 3.555, 17.864], [14.382, -0.116, 22.022], [20.284, 8.955, 22.548], [18.566, 14.599, 21.306], [15.093, 13.688, 18.219], [22.227, 13.146, 17.413], [8.859, 11.300, 20.580], [17.080, 10.135, 18.987], [18.750, 8.890, 19.994], [16.982, 14.633, 21.498], [18.058, 1.376, 24.315], [12.127, 19.153, 17.720], [22.470, 11.112, 21.319], [20.075, 11.372, 24.884], [18.221, 0.279, 22.480], [15.077, 19.637, 19.841], [16.365, 12.220, 20.921], [19.924, 5.689, 20.064], [23.600, 5.923, 22.796], [17.953, 2.995, 15.535], [20.666, 14.582, 22.658], [14.886, 3.630, 18.580], [15.416, -0.710, 23.667], [19.000, 17.442, 18.136], [22.026, 14.208, 17.556], [18.726, 14.322, 23.277], [10.971, 10.779, 24.512], [15.850, 15.257, 15.144], [8.077, 10.439, 22.918], [20.975, 4.246, 27.047], [19.085, 9.350, 26.834], [14.267, 11.059, 17.104], [15.693, -0.471, 20.625], [18.201, 0.096, 24.424], [17.787, 4.784, 23.242], [14.542, -0.097, 23.448], [17.421, 5.523, 23.954], [18.294, 8.860, 20.984], [21.920, 9.820, 21.603], [17.643, 7.017, 21.632], [17.903, 12.392, 14.115], [18.014, 8.759, 17.769], [18.541, 15.904, 18.582], [18.373, 2.951, 21.618], [20.421, 18.094, 24.791], [19.066, 9.258, 28.247], [15.468, 19.012, 18.245], [16.391, 12.982, 14.648], [17.899, 3.121, 18.185], [20.414, 7.806, 17.615], [17.389, 15.761, 16.500], [20.803, 14.679, 24.876], [24.916, 4.952, 20.258], [20.314, 4.095, 26.372], [8.046, 9.680, 20.624], [16.799, 16.626, 16.801], [19.175, 6.625, 22.520], [17.462, 13.146, 14.767], [19.280, 15.168, 16.369], [20.037, 10.660, 22.201], [21.887, 7.945, 17.297], [16.234, 13.754, 22.435], [12.933, 19.771, 18.115], [15.437, 17.518, 20.715], [16.635, 15.610, 21.835], [16.907, 15.498, 15.031], [22.817, 14.535, 18.231], [16.164, 2.129, 19.662], [20.836, 16.158, 19.112], [16.916, 8.259, 18.889], [19.364, 16.652, 24.636], [20.579, 16.005, 18.063], [22.388, 14.711, 24.128], [18.803, 4.522, 23.537], [22.070, 10.661, 23.965], [14.194, 14.300, 18.146], [10.165, 11.260, 18.684], [18.152, -0.621, 25.414], [18.341, 1.784, 23.434], [19.136, 6.424, 20.225], [13.715, 14.549, 14.889], [20.455, 10.642, 16.682], [17.870, 1.918, 25.146], [14.007, 13.061, 15.859], [19.591, 7.730, 19.898], [16.597, 14.508, 20.486], [21.350, 10.929, 16.863], [14.330, 15.083, 20.111], [15.713, 11.704, 22.423], [14.335, 15.549, 19.126], [12.545, 13.913, 16.022], [21.349, 15.012, 23.994], [12.399, 20.572, 18.627], [14.906, 18.807, 19.156], [24.615, 4.846, 22.023], [23.506, 6.118, 20.947], [10.246, 9.848, 20.273], [16.205, 1.476, 18.892], [13.611, 14.077, 15.866], [22.027, 6.619, 22.207], [11.807, 9.883, 18.318], [23.493, 12.390, 20.197], [9.077, 10.362, 22.492], [16.426, 2.615, 16.907], [13.603, -0.367, 23.931], [19.193, 10.026, 24.388], [17.130, 14.897, 17.113], [18.084, 8.904, 28.559], [20.532, 9.701, 16.524], [20.749, 9.939, 22.603], [8.927, 10.260, 20.899], [18.510, -1.381, 22.990], [20.783, 10.361, 26.739], [10.828, 12.425, 24.345], [17.092, 3.957, 23.389], [20.818, 8.618, 25.963], [14.088, 10.748, 18.133], [20.468, 16.754, 25.942], [19.062, 15.348, 20.690], [17.607, 14.444, 14.335], [10.964, 10.435, 20.674], [15.626, 16.350, 18.950], [17.625, 12.980, 15.832], [18.229, 6.235, 19.649], [18.809, 16.061, 16.418], [21.292, 15.039, 21.891], [16.262, 0.732, 21.960], [19.907, 8.679, 28.629], [21.021, 7.958, 16.890], [23.155, 6.635, 19.833], [17.560, 2.021, 20.743], [16.813, 11.979, 18.118], [9.890, 11.465, 22.812], [20.818, 3.923, 25.577], [17.780, 8.920, 18.822], [20.556, 8.027, 19.910], [18.401, 11.602, 18.948], [14.817, 11.336, 18.689], [23.293, 11.319, 20.206], [20.737, 14.485, 17.911], [22.779, 10.974, 19.308], [16.486, 12.343, 21.997], [21.514, 16.419, 24.228], [15.866, 3.437, 19.018], [18.383, -0.402, 23.207], [13.397, 13.595, 18.381], [15.501, 0.397, 21.255], [24.544, 5.307, 21.127], [20.309, 9.559, 26.172], [19.176, 10.220, 28.747]], "atomic_forces_ev_per_a": [[0.30, -0.05, -0.35], [-1.92, 1.48, 2.40], [0.40, -0.08, -0.38], [-0.32, 0.10, 0.35], [0.82, -0.98, 1.00], [0.01, 1.10, -0.49], [0.77, -0.01, 1.17], [1.00, -0.29, 0.56], [-0.29, -1.29, -1.51], [-0.07, 0.15, -0.35], [-1.04, 0.90, 0.73], [0.15, -0.98, -0.18], [0.59, 0.33, -0.49], [3.01, 1.60, 1.15], [-0.04, 0.07, 0.30], [-0.14, -0.30, 0.20], [-0.33, -0.12, 0.16], [1.06, 0.00, 0.05], [-0.05, 0.18, 0.41], [1.11, 0.11, 0.46], [-0.35, 1.30, 0.99], [-0.45, 0.71, -0.66], [0.22, -0.64, -0.11], [0.74, -0.92, 0.92], [0.39, 0.22, 0.61], [0.66, -0.37, 0.15], [-1.90, -0.31, -0.74], [0.15, 0.04, 0.29], [-0.43, 0.33, 0.27], [-1.37, -1.34, -0.32], [0.36, 0.54, -0.97], [0.71, -0.86, -0.40], [-0.24, -0.09, -0.15], [0.20, 0.39, -0.22], [-0.17, -0.65, 0.40], [0.81, 0.60, -0.10], [-0.19, -0.13, 0.80], [-0.56, 0.80, 0.67], [-0.83, 0.76, 0.93], [0.26, -0.09, 0.18], [0.44, -0.35, -0.10], [-0.35, -0.17, 0.65], [1.07, -0.45, 1.06], [-0.20, 0.46, 0.36], [-1.45, 0.52, 1.77], [-0.27, 0.17, -0.29], [-2.04, -1.64, 0.47], [-0.60, 0.22, 0.03], [-0.47, -0.17, -0.08], [-0.54, -0.42, 1.83], [0.38, -0.12, 0.15], [-0.57, -0.17, 0.07], [-1.04, 0.27, -0.03], [-1.21, 1.14, -0.97], [1.14, -1.76, -1.69], [-0.19, 0.90, -0.05], [-0.72, 4.10, 1.19], [-0.91, 0.75, -0.52], [-1.42, 0.15, 1.04], [-0.46, 0.37, 1.06], [0.41, -0.70, -0.61], [-0.39, 0.12, 0.13], [0.09, 0.36, -0.23], [-0.19, -0.05, 0.03], [-1.39, 0.34, 1.46], [-0.07, 0.07, -0.32], [0.39, -0.35, 0.94], [-0.22, -0.53, 0.10], [-0.28, -0.34, 0.65], [0.27, 0.43, -0.65], [1.76, -0.22, -1.20], [0.25, -0.12, 0.43], [-0.30, -0.79, -0.29], [-0.20, -0.17, -0.42], [-0.17, 0.26, 0.16], [0.26, 0.08, 0.17], [-1.32, -0.20, -0.39], [-1.05, 0.29, -0.48], [0.98, 0.46, -0.34], [0.18, -3.70, 0.92], [0.93, -0.98, -0.18], [0.86, 0.78, -1.29], [-0.01, 0.94, -0.76], [-0.53, 1.06, -0.26], [0.41, 0.00, 0.00], [0.10, 0.50, 0.48], [0.70, 0.49, 0.15], [1.44, 0.26, 0.09], [-0.33, -0.61, -0.18], [0.22, 0.60, -0.14], [0.03, -0.12, -0.17], [0.57, 0.48, -0.30], [-0.43, 0.70, -0.55], [-0.60, -0.75, 0.20], [0.26, 0.76, 0.36], [-0.34, -0.25, 0.66], [-0.22, -0.31, -3.67], [-0.24, -0.72, -0.05], [0.41, -0.32, 0.50], [-0.62, -0.01, 0.26], [0.39, -0.21, -0.18], [0.52, 0.10, -0.05], [0.30, 0.13, -0.16], [-2.47, -0.48, 0.45], [0.08, -0.39, -0.75], [-0.25, 0.54, 0.13], [0.36, -0.20, 0.24], [2.34, -1.43, -2.16], [-2.08, -2.68, -1.12], [-0.64, -1.08, 0.20], [0.38, 0.18, -0.05], [0.03, -1.13, 0.72], [-0.15, 0.32, 0.62], [-1.47, 1.15, 0.02], [0.25, 0.31, 0.01], [0.31, -0.98, 0.69], [0.26, -0.13, -0.86], [-0.13, -1.41, 1.30], [-0.14, -0.87, -0.66], [-0.11, -0.31, 0.92], [-0.44, 0.30, 0.25], [2.15, 2.39, 0.41], [-0.06, 0.26, -0.25], [-0.16, 0.34, 0.88], [-0.19, 0.52, 0.41], [-0.62, 0.49, 1.90], [0.22, -0.09, 0.06], [-0.38, 0.91, -0.01], [0.35, 0.09, -0.31], [0.58, 0.00, -0.11], [1.50, 0.50, -1.14], [-0.26, -0.23, -0.02], [0.15, 0.07, 0.03], [-0.04, 0.51, 0.36], [0.33, 0.11, 0.48], [0.56, -0.99, -0.69], [-0.28, 0.42, 0.40], [-0.27, 0.77, 0.60], [0.88, 0.05, 0.88], [0.37, -0.50, -1.34], [0.37, -0.67, -0.49], [-0.33, 1.48, -4.36], [-0.32, -0.25, 0.01], [0.13, -0.24, -0.20], [-0.03, 0.17, 0.01], [0.23, -0.01, 0.53], [0.23, 0.43, -0.12], [0.26, -0.20, -0.26], [-0.18, -0.77, -2.12], [0.94, -0.88, -1.90], [0.24, -0.31, -0.16], [0.13, -0.53, -0.35], [0.05, 0.04, 0.31], [0.23, -0.45, -0.19], [0.25, -0.77, -0.01], [1.40, -1.31, -2.96], [2.39, 1.38, 1.14], [-0.09, 0.42, 0.40], [1.25, -0.76, 0.60], [-0.41, 0.38, -0.20], [0.17, -0.30, -0.46], [0.46, 0.11, 0.48], [0.11, -1.22, 0.50], [0.03, 0.18, 0.38], [-1.13, 0.12, -0.84], [1.33, 1.98, -0.33], [0.00, -0.04, 0.97], [-1.57, -1.84, -0.04], [0.75, -0.07, 0.06], [0.19, -0.58, -0.58], [-0.40, 0.65, 2.93], [-0.61, 0.35, -0.46], [0.46, -0.64, -0.32], [-0.21, -0.59, 0.00], [-0.04, 0.07, -0.66], [0.39, -1.23, 1.97], [-0.85, 0.18, -0.97], [0.18, 0.06, 0.00], [-0.01, -0.23, 0.48], [0.36, -0.04, -0.53], [-2.58, 0.64, 1.04], [0.04, -1.31, 0.41], [0.11, 1.00, -0.29], [-0.19, -0.47, 0.45], [-0.32, -1.13, 0.67], [-1.42, 2.91, 0.32], [0.02, 0.18, -0.40], [-0.58, 1.48, 0.39], [-1.80, 0.59, -0.72], [3.25, 0.30, -0.74], [0.36, -1.21, -2.78], [-0.72, 0.60, -0.24], [-1.88, 0.01, 1.07], [1.98, -0.90, -2.03], [-0.04, 1.57, -0.14], [0.08, 0.58, -0.24]], "mulliken_spin": [0.000, -0.443, 0.001, 0.000, 0.004, 0.000, 0.000, 0.000, -0.206, 0.000, -0.125, -0.002, 0.000, 0.000, 0.000, -0.001, -0.003, 0.002, 0.002, 0.000, 0.004, 0.012, 0.000, -0.161, 0.096, 0.002, -0.001, 0.000, 0.000, 0.000, 0.000, 0.000, 0.000, 0.003, 0.000, 0.001, -0.001, 0.003, -0.220, 0.000, -0.001, 0.012, -0.101, 0.000, 0.000, 0.001, 0.014, -0.001, -0.022, 0.002, 0.001, 0.002, 0.000, 0.013, -0.138, -0.002, -0.024, 0.000, -0.053, 0.011, 0.002, 0.000, -0.001, 0.019, -0.334, -0.001, -0.010, -0.002, 0.001, 0.000, 0.000, 0.000, 0.000, 0.000, 0.000, -0.088, -0.073, 0.001, -0.001, 0.155, 0.280, -0.004, 0.008, -0.021, -0.023, -0.029, 0.000, -0.004, 0.000, 0.031, 0.000, 0.011, 0.000, 0.000, 0.000, 0.000, 0.000, 0.000, -0.094, 0.360, 0.000, 0.000, 0.161, 0.000, 0.000, 0.034, 0.014, -0.001, 0.000, 0.000, 0.000, 0.000, -0.001, 0.025, 0.000, 0.016, 0.000, 0.000, 0.002, 0.155, 0.010, -0.001, 0.000, -0.034, -0.009, -0.119, 0.000, 0.007, -0.015, 0.000, 0.134, 0.000, -0.003, 0.000, 0.001, 0.000, 0.000, 0.001, 0.000, 0.000, -0.300, 2.026, 0.000, -0.001, 0.000, 0.148, 0.001, 0.002, 0.000, -0.004, -0.001, -0.009, 0.000, -0.009, 0.005, 0.300, 0.000, 0.006, 0.009, 0.000, -0.026, 0.013, -0.002, 0.000, 0.000, 0.000, 0.000, 0.000, 0.000, 0.012, 0.000, -0.001, -0.001, 0.013, -0.047, -0.632, 0.047, -0.001, 0.000, -0.063, 0.028, -0.010, 0.001, 0.000, -0.001, -0.002, 0.010, 0.004, 0.000, -0.023, -0.037, 0.000, 0.007, 0.131, 0.161, 0.000], "e_lumo_ev": [1.845, 1.831], "multiplicity": 2, "total_energy_ev": -104915.8598, "s_squared": 0.751, "e_homo_ev": [-0.1, -6.5], "charge": -1}